Here is 4 unconnected molecules or ions with the total composition C17H24Br7N2O4P in a non-equilibrium geometry from OMol25. Energies are from the ωB97M-V functional and the def2-TZVPD basis.

Geometry as ORCA input:
```
! wB97M-V def2-TZVPD RIJCOSX def2/J DEFGRID3
* xyz 0 1
C -1.04 -2.25 1.61
C -1.25 -2.38 -0.04
Br 0.53 -2.66 -0.91
C -2.14 -1.14 -0.67
C -1.39 0.33 -0.57
C -0.12 0.78 -1.56
C 0.58 2.30 -1.39
C 0.06 3.35 -0.23
P 0.91 5.04 -0.12
N 0.80 5.70 -1.63
O 2.57 4.78 0.38
O 0.19 6.21 0.94
C -1.18 2.95 0.77
C -1.87 1.46 0.53
C -3.08 1.44 1.64
O -3.90 0.48 2.07
N -3.20 2.89 2.14
C -1.92 3.71 1.99
O -1.65 4.72 2.81
H -0.94 -1.13 1.96
H -0.03 -2.78 1.95
H -1.89 -2.79 2.22
H -1.88 -3.37 -0.23
H -3.10 -1.06 0.02
H -2.46 -1.30 -1.79
H 0.29 0.03 -2.38
H 1.45 2.64 -2.11
H 1.79 5.83 -1.99
H 2.56 3.89 0.87
H 0.51 5.95 1.88
H -3.19 2.69 3.19
Br 0.56 -2.70 5.34
C -0.33 -4.43 5.34
C 0.46 -5.45 4.56
Br 0.25 -5.19 2.64
H -1.34 -4.27 4.94
H -0.40 -4.72 6.39
H 0.08 -6.46 4.75
H 1.53 -5.42 4.77
Br -1.99 2.35 -3.87
C -1.37 1.27 -5.37
C -2.05 -0.08 -5.39
Br -1.29 -1.27 -4.04
H -0.28 1.21 -5.28
H -1.62 1.85 -6.26
H -1.87 -0.58 -6.34
H -3.12 -0.02 -5.21
Br 4.40 -3.07 -2.68
C 5.22 -1.84 -1.40
C 4.19 -1.29 -0.44
Br 3.11 0.10 -1.28
H 5.72 -1.06 -1.99
H 5.97 -2.43 -0.87
H 4.69 -0.79 0.40
H 3.51 -2.04 -0.06
*
```

Values from the calculation:
HOMO level: -8.432 eV
SMILES: C[C@H](Br)Cc1ccc(P(=N)(O)O)c2c1C(=O)NC2=O.BrCCBr.BrCCBr.BrCCBr
LUMO: -1.7 eV